23
Properties=species:S:1:pos:R:3:mulliken_charge:R:1 method="wB97M-V/def2-TZVPD" e_above_lowest_kj_mol=576.8 orbital_gap_ev=4.98
C 0.587 -2.180 -0.551 -0.9207
C -1.443 -0.561 1.984 -0.2908
C -1.102 0.572 1.215 -0.3504
C -1.306 0.642 -0.245 -0.5920
C -0.109 1.049 -0.958 -0.0824
C 0.153 2.345 -1.483 -0.1823
C 1.270 2.682 -2.154 -0.7302
N -1.798 -1.647 1.388 -0.5802
H 0.290 -3.175 -0.246 0.2702
H -0.140 -1.552 -1.058 0.1788
H 0.993 -1.680 0.315 0.1096
H -1.508 -0.490 3.068 0.4348
H 1.402 -2.199 -1.285 0.3556
H -0.794 1.493 1.668 0.3703
H -2.029 1.455 -0.421 0.3069
H -1.731 -0.306 -0.588 0.4272
H 0.776 0.413 -1.004 0.2670
H -2.029 -2.398 2.034 0.2016
H -0.585 3.101 -1.244 0.2535
H 1.600 3.707 -2.154 0.2775
H 1.934 1.867 -2.444 0.2768
H 3.019 -1.304 1.954 0.0504
H 2.549 -1.835 2.211 -0.0513

5
Properties=species:S:1:pos:R:3:mulliken_charge:R:1 method="wB97M-V/def2-TZVPD" e_above_lowest_kj_mol=402.7 orbital_gap_ev="9.09 / 8.18"
C -0.128 -0.027 -0.363 -0.5309
Br 0.143 1.764 0.125 -0.0178
I -1.976 -0.842 0.070 0.1277
H 1.636 -0.596 1.468 0.0373
H 0.325 -0.299 -1.300 0.3837

79
Properties=species:S:1:pos:R:3:mulliken_charge:R:1 method="wB97M-V/def2-TZVPD" e_above_lowest_kj_mol=15.1 orbital_gap_ev="5.83 / 5.92" spin_multiplicity=2 s2=0.753
Ti -0.401 -0.245 0.195 0.0871
C 1.783 -6.198 -0.917 -0.9821
Si 3.205 -4.976 -0.975 0.3064
C 3.787 -4.643 -2.728 -1.0523
C 4.648 -5.807 -0.084 -1.1681
C 2.843 -3.387 -0.025 0.2819
C 3.631 -3.013 1.038 0.1591
C 3.364 -1.840 1.758 -1.3333
C 2.272 -1.110 1.385 -0.2733
N 1.461 -1.432 0.354 0.7719
C 1.741 -2.544 -0.391 -0.2480
S 0.795 -2.912 -1.760 -0.5255
H 2.125 -7.178 -1.261 0.3347
H 0.951 -5.873 -1.538 0.2487
H 1.419 -6.313 0.107 0.3255
H 4.042 -5.583 -3.225 0.3386
H 4.683 -4.017 -2.720 0.3324
H 3.015 -4.138 -3.306 0.2830
H 4.873 -6.757 -0.577 0.2907
H 4.416 -6.028 0.961 0.3096
H 5.559 -5.204 -0.110 0.3050
H 4.474 -3.630 1.330 0.3613
H 3.977 -1.524 2.590 0.4547
H 2.009 -0.214 1.930 0.2439
C -0.788 -0.965 7.082 -0.8025
O -0.184 0.300 6.859 -0.4545
C -0.008 0.693 5.581 0.9540
C 0.646 1.942 5.429 -1.0975
C 0.883 2.414 4.177 -1.2004
C 0.500 1.698 3.011 1.2167
C 0.846 2.182 1.713 0.9569
C 1.485 3.540 1.548 -2.2008
O 0.686 1.524 0.659 -0.0928
C -0.189 0.453 3.174 0.0741
O -0.626 -0.243 2.188 -0.2550
C -0.418 -0.029 4.487 -0.7309
H -0.794 -1.108 8.158 0.2408
H -0.212 -1.762 6.609 0.3381
H -1.812 -0.983 6.705 0.3214
H 0.949 2.480 6.315 0.4397
H 1.397 3.359 4.068 0.4458
H 2.517 3.512 1.903 0.3787
H 0.956 4.308 2.110 0.4664
H 1.488 3.790 0.491 0.4027
H -0.923 -0.979 4.570 0.4165
C -3.962 2.460 0.426 -0.9183
C -4.176 2.787 -0.903 -0.5747
C -3.285 2.341 -1.862 -0.9601
C -2.196 1.567 -1.474 0.4609
N -2.005 1.249 -0.186 1.0775
C -2.861 1.683 0.735 -0.5209
C -1.163 1.084 -2.420 0.7097
C -1.263 1.248 -3.794 -1.2296
C -0.205 0.849 -4.597 -0.4824
C 0.923 0.309 -4.014 -1.1618
C 0.930 0.132 -2.638 -0.4023
N -0.088 0.499 -1.865 1.0859
H -4.633 2.789 1.206 0.4499
H -5.028 3.389 -1.191 0.4377
H -3.432 2.606 -2.898 0.4101
H -2.650 1.375 1.752 0.5361
H -2.147 1.676 -4.240 0.3904
H -0.265 0.969 -5.671 0.4357
H 1.773 -0.007 -4.601 0.4519
H 1.773 -0.317 -2.135 0.7227
C -2.898 -3.640 1.240 -1.1006
Si -2.979 -2.456 -0.207 0.5042
C -4.515 -1.377 -0.048 -1.0519
C -3.051 -3.389 -1.826 -0.9702
O -1.658 -1.503 -0.188 -0.6893
H -3.765 -4.304 1.277 0.3988
H -2.848 -3.088 2.182 0.2432
H -2.000 -4.257 1.165 0.2670
H -5.422 -1.983 -0.115 0.4552
H -4.559 -0.628 -0.845 0.2325
H -4.536 -0.854 0.911 0.2481
H -3.986 -3.944 -1.932 0.3961
H -2.217 -4.089 -1.898 0.2162
H -2.965 -2.697 -2.668 0.2636

36
Properties=species:S:1:pos:R:3:mulliken_charge:R:1 method="wB97M-V/def2-TZVPD" e_above_lowest_kj_mol=21.4 orbital_gap_ev=8.09 total_charge=+1
Sn -0.280 1.062 -2.082 0.9554
I 3.620 2.691 -0.794 0.0672
C 3.014 4.729 -0.405 -0.9014
I 0.879 5.071 -0.729 0.0883
H 3.580 5.249 -1.155 0.4207
H 3.347 4.926 0.603 0.3997
F -2.642 2.406 -0.968 -0.2716
C -2.429 1.054 -1.211 -0.1793
F -2.674 0.376 -0.032 -0.2294
H -3.269 0.810 -1.895 0.2949
N -3.438 -4.898 -2.472 -0.3622
C -2.600 -4.193 -2.161 -0.1840
C -1.434 -3.424 -1.865 0.2267
C -0.217 -4.057 -1.615 -0.0978
C 0.913 -3.333 -1.407 -0.7651
C 0.846 -1.975 -1.494 -0.3691
N -0.310 -1.311 -1.721 0.0120
C -1.442 -2.018 -1.910 -0.0444
H -0.130 -5.151 -1.627 0.4592
H 1.789 -3.859 -1.038 0.4203
H 1.691 -1.351 -1.245 0.4889
H -2.403 -1.505 -2.123 0.3932
C 1.856 0.877 2.556 -1.1497
As 0.305 0.683 1.525 0.8049
C -0.281 -1.142 1.853 -1.0434
C -0.880 1.945 2.285 -1.0762
O 0.420 1.100 -0.081 -0.6471
H 1.679 0.912 3.615 0.4166
H 2.247 1.818 2.240 0.3532
H 2.564 0.121 2.324 0.3815
H -0.285 -1.337 2.906 0.4590
H 0.494 -1.716 1.325 0.3081
H -1.239 -1.307 1.408 0.3039
H -0.483 2.336 3.293 0.3704
H -1.879 1.580 2.389 0.3724
H -0.927 2.832 1.709 0.3244